[1]
ORCA calculation (ωB97M-V with the def2-TZVPD basis set) on C28H48BF2N9O6SbTi as an isolated structure.

Its calculated total energy is -3354.39083 Eh. The calculation puts the LUMO energy (alpha / beta) at 0.16 / 0.09 eV. The spin multiplicity is 2. Its molar mass is 825.2 g mol⁻¹. The orbital gap (alpha / beta) is 7.69 / 7.97 eV. The highest occupied orbital energy (alpha / beta) is -7.53 / -7.88 eV. As for the largest force on an atom: 4.2 eV Å⁻¹. Its energy above the lowest of the compared OMol25 structures with the same formula, charge and spin is 75.8 kcal/mol.

Positions of all 96 atoms, in Å:
Ti -0.496 0.622 -0.470
O -1.693 6.620 0.665
C -1.438 5.295 0.477
C -1.242 4.387 1.507
C -0.991 3.045 1.177
N -0.862 2.677 -0.099
C -1.000 3.558 -1.122
C -1.285 4.891 -0.874
C -0.748 2.874 -2.457
O -0.625 3.542 -3.446
O -0.631 1.588 -2.202
C -0.934 1.921 2.180
O -1.325 2.135 3.319
O -0.716 0.751 1.673
H -1.602 6.741 1.620
H -1.226 4.774 2.557
H -1.411 5.673 -1.628
C -4.177 -4.417 -2.888
N -3.043 -3.992 -3.701
C -2.648 -4.904 -4.792
C -1.723 -4.128 -5.639
N -1.173 -3.173 -4.658
C -0.339 -2.126 -5.119
C -2.080 -2.970 -3.629
N -2.036 -1.998 -2.794
C -3.191 -1.726 -1.941
C -3.002 -0.621 -0.883
N -1.925 -0.861 0.084
C -2.262 -1.142 1.317
N -3.289 -0.648 2.001
C -3.957 0.643 1.805
C -3.308 -1.204 3.348
C -2.357 -2.419 3.256
N -1.629 -2.070 2.049
C -0.673 -2.968 1.373
H -4.391 -5.418 -3.167
H -5.057 -3.823 -3.123
H -3.966 -4.328 -1.824
H -3.458 -5.131 -5.428
H -2.240 -5.835 -4.416
H -2.228 -3.507 -6.450
H -0.850 -4.683 -6.075
H 0.510 -2.535 -5.633
H 0.040 -1.542 -4.287
H -0.776 -1.472 -5.819
H -3.515 -2.645 -1.421
H -4.013 -1.260 -2.473
H -3.922 -0.532 -0.402
H -2.853 0.347 -1.335
H -3.422 1.222 1.097
H -4.038 1.297 2.736
H -4.972 0.535 1.496
H -4.303 -1.387 3.717
H -2.896 -0.383 3.932
H -3.003 -3.330 3.158
H -1.760 -2.408 4.124
H -0.898 -4.024 1.650
H 0.298 -2.817 1.802
H -0.673 -2.699 0.322
C 3.823 -0.090 6.199
Sb 2.111 0.027 4.812
C 1.703 2.193 4.738
C 0.599 -0.443 6.253
H 3.755 0.371 7.155
H 4.739 0.225 5.633
H 3.860 -1.235 6.342
H 1.141 2.594 5.571
H 1.181 2.447 3.823
H 2.622 2.779 4.732
H 0.743 0.262 7.117
H 0.578 -1.439 6.591
H -0.454 -0.192 5.887
C 2.338 3.083 -1.374
N 3.380 2.094 -1.220
C 4.330 2.398 -0.181
C 5.375 1.322 0.045
C 5.834 0.745 -1.311
N 4.643 0.258 -2.028
C 4.892 -0.590 -3.258
C 3.540 1.140 -2.138
O 2.750 0.995 -3.057
H 2.859 4.080 -1.592
H 1.737 3.062 -0.429
H 1.716 2.730 -2.260
H 3.759 2.582 0.805
H 4.869 3.301 -0.352
H 4.960 0.522 0.629
H 6.164 1.743 0.634
H 6.470 -0.100 -1.027
H 6.381 1.516 -1.862
H 5.815 -1.078 -3.118
H 5.011 0.028 -4.187
H 4.000 -1.021 -3.546
F 2.267 -1.163 0.222
B 1.623 0.002 0.333
F 2.306 0.839 1.173

---

[2]
ORCA calculation (ωB97M-V with the def2-TZVPD basis set) on a 2-piece molecular cluster, S2 overall.

Its calculated total energy is -796.11883 Eh. The calculation puts the LUMO energy at -4.83 eV. Its molar mass is 64.1 g mol⁻¹. The orbital gap is 5.05 eV. The highest occupied orbital energy is -9.88 eV. As for the largest force on an atom: 4.4 eV Å⁻¹. Its energy above the lowest of the compared OMol25 structures with the same formula, charge and spin is 126.8 kcal/mol.

Positions of all 2 atoms, in Å:
S 0.000 0.000 1.508
S 0.000 0.000 -1.508

---

[3]
ORCA calculation (ωB97M-V with the def2-TZVPD basis set) on a 2-piece molecular cluster, C3H7IN overall.

Its calculated total energy is -470.44478 Eh. The net charge is +1. The calculation puts the LUMO energy (alpha / beta) at -6.67 / -5.26 eV. Its molar mass is 184.0 g mol⁻¹. The orbital gap (alpha / beta) is 6.84 / 8.93 eV. The highest occupied orbital energy (alpha / beta) is -13.51 / -14.19 eV. As for the largest force on an atom: 2.5 eV Å⁻¹. Its energy above the lowest of the compared OMol25 structures with the same formula, charge and spin is 162.2 kcal/mol.

Positions of all 12 atoms, in Å:
C -0.246 -0.418 -0.432
C -1.288 0.115 0.378
C 0.896 0.378 -0.942
N -0.121 -0.612 1.035
I -2.976 -0.955 0.876
H -0.569 -1.289 -1.031
H 0.569 2.162 0.456
H 1.895 -0.034 -0.844
H 0.748 1.366 -0.243
H 0.738 0.844 -1.957
H -0.228 -1.609 1.309
H 0.584 0.053 1.395

---

[4]
ORCA calculation (ωB97M-V with the def2-TZVPD basis set) on C22H20BN5O2PdS2Se as an isolated structure.

Its calculated total energy is -4624.77153 Eh. The net charge is +2. The calculation puts the LUMO energy at -6.58 eV. Its molar mass is 646.8 g mol⁻¹. The orbital gap is 7.43 eV. The highest occupied orbital energy is -14.01 eV. As for the largest force on an atom: 0.7 eV Å⁻¹. Its energy above the lowest of the compared OMol25 structures with the same formula, charge and spin is 6.1 kcal/mol.

Positions of all 54 atoms, in Å:
Pd 1.537 0.733 -0.527
C 5.282 -3.437 -0.399
S 3.592 -3.417 -1.024
C 3.151 -1.769 -0.788
S 1.513 -1.387 -1.315
N 3.964 -0.909 -0.260
N 3.389 0.337 -0.129
C 4.084 1.284 0.390
C 3.470 2.607 0.452
C 4.183 3.728 0.828
C 3.559 4.969 0.749
C 2.260 5.037 0.287
C 1.600 3.865 -0.061
N 2.177 2.671 0.033
H 5.613 -4.468 -0.503
H 5.303 -3.142 0.646
H 5.913 -2.784 -0.996
H 5.097 1.102 0.728
H 5.208 3.637 1.158
H 4.093 5.866 1.033
H 1.746 5.983 0.193
H 0.582 3.889 -0.421
O -1.400 1.895 1.372
B -0.837 0.751 0.913
O -0.625 0.804 -0.480
C -1.175 2.053 -0.864
C -1.241 2.600 -2.123
C -1.799 3.875 -2.187
C -2.254 4.533 -1.046
C -2.175 3.957 0.219
C -1.618 2.699 0.268
H -0.888 2.078 -3.002
H -1.889 4.360 -3.149
H -2.689 5.518 -1.147
H -2.529 4.460 1.108
C -3.656 -1.814 2.518
N -2.796 -2.363 1.474
C -1.536 -2.030 1.192
Se -0.460 -0.769 2.132
N -1.089 -2.792 0.193
C -2.097 -3.651 -0.218
C -2.145 -4.629 -1.207
C -3.336 -5.313 -1.324
C -4.436 -5.042 -0.491
C -4.387 -4.075 0.490
C -3.185 -3.382 0.607
H -3.101 -1.077 3.090
H -3.975 -2.621 3.174
H -4.525 -1.346 2.059
H -0.167 -2.664 -0.224
H -1.299 -4.841 -1.845
H -3.430 -6.084 -2.076
H -5.344 -5.612 -0.626
H -5.235 -3.873 1.130

---

[5]
ORCA calculation (ωB97M-V with the def2-TZVPD basis set) on C22H18F12N3O2ReS as an isolated structure.

Its calculated total energy is -2838.62869 Eh. The net charge is +1. The calculation puts the LUMO energy (alpha / beta) at -4.51 / -5.08 eV. The spin multiplicity is 4. Its molar mass is 802.7 g mol⁻¹. The orbital gap (alpha / beta) is 6.29 / 5.95 eV. The highest occupied orbital energy (alpha / beta) is -10.80 / -11.03 eV. As for the largest force on an atom: 0.5 eV Å⁻¹. Its energy above the lowest of the compared OMol25 structures with the same formula, charge and spin is 0.0 kcal/mol.

Positions of all 59 atoms, in Å:
Re 0.082 -0.467 0.284
C 4.538 5.045 1.184
C 3.381 4.118 0.942
C 2.080 4.475 1.285
C 1.028 3.616 1.056
C 1.228 2.359 0.475
N 0.100 1.529 0.260
C -1.142 2.195 0.022
C -1.180 3.180 -0.963
C -2.349 3.861 -1.232
C -3.515 3.579 -0.524
C -4.797 4.304 -0.815
C -3.473 2.578 0.436
C -2.311 1.860 0.710
C -2.284 0.745 1.742
O -1.477 -0.329 1.343
C -1.747 1.261 3.105
F -2.374 2.378 3.470
F -1.900 0.354 4.075
F -0.437 1.529 3.018
C -3.671 0.068 1.950
F -4.228 -0.205 0.771
F -3.543 -1.090 2.607
F -4.506 0.839 2.654
C 2.538 1.962 0.178
C 3.581 2.859 0.397
C 2.839 0.601 -0.417
O 1.926 -0.380 -0.006
C 2.763 0.658 -1.966
F 3.540 1.618 -2.459
F 1.494 0.918 -2.329
F 3.111 -0.502 -2.521
C 4.208 0.017 0.046
F 4.268 -1.295 -0.196
F 4.351 0.183 1.366
F 5.244 0.589 -0.571
H 4.230 6.086 1.105
H 5.339 4.871 0.468
H 4.947 4.895 2.184
H 1.885 5.439 1.737
H 0.028 3.915 1.337
H -0.274 3.411 -1.508
H -2.353 4.625 -1.999
H -4.605 5.285 -1.246
H -5.389 4.440 0.090
H -5.404 3.742 -1.526
H -4.382 2.359 0.977
H 4.590 2.578 0.135
C 1.933 -3.452 3.701
N 1.531 -3.312 2.310
C 0.298 -3.062 1.911
N -0.683 -2.940 2.793
S -0.045 -2.902 0.205
H 3.007 -3.607 3.734
H 1.445 -4.312 4.160
H 1.698 -2.546 4.262
H 2.225 -3.379 1.579
H -0.534 -3.015 3.787
H -1.601 -2.685 2.461

---

[6]
ORCA calculation (ωB97M-V with the def2-TZVPD basis set) on an isolated ion of composition C2H2NO3 and charge -1.

Its calculated total energy is -357.99914 Eh. The net charge is -1. The calculation puts the LUMO energy at 4.27 eV. Its molar mass is 88.0 g mol⁻¹. The orbital gap is 9.33 eV. The highest occupied orbital energy is -5.05 eV. As for the SMILES: O=CNC(=O)[O-]. As for the largest force on an atom: 1.3 eV Å⁻¹. Its energy above the lowest of the compared OMol25 structures with the same formula, charge and spin is 0.0 kcal/mol.

Positions of all 8 atoms, in Å:
O -0.136 -2.113 -1.082
C -0.016 -1.203 -0.246
N 0.164 0.084 -0.487
C 0.026 1.141 0.578
O -0.007 0.717 1.732
O -0.105 2.246 0.064
H -0.059 -1.377 0.838
H 0.133 0.506 -1.397

---

[7]
ORCA calculation (ωB97M-V with the def2-TZVPD basis set) on C20H38DyNO2P2Si as an isolated structure.

Its calculated total energy is -2847.21280 Eh. The calculation puts the LUMO energy (alpha / beta) at -0.13 / -0.12 eV. The spin multiplicity is 6. Its molar mass is 577.1 g mol⁻¹. The orbital gap (alpha / beta) is 6.02 / 6.00 eV. The highest occupied orbital energy (alpha / beta) is -6.15 / -6.12 eV. As for the largest force on an atom: 3.3 eV Å⁻¹.

Positions of all 65 atoms, in Å:
C -0.548 3.934 -2.090
C -0.562 2.584 -1.758
N 0.227 2.148 -0.741
C 1.172 2.932 -0.144
C 1.246 4.269 -0.466
C 0.371 4.793 -1.434
C -1.467 1.589 -2.500
P -1.961 0.070 -1.530
Dy 0.188 -0.078 -0.121
P 2.523 0.498 0.775
C 2.032 2.314 0.983
C 0.352 -2.355 -0.018
C -0.724 -2.873 0.691
C -0.729 -4.269 0.879
C 0.320 -5.038 0.310
C 1.386 -4.441 -0.430
C 1.390 -3.040 -0.592
O -0.392 0.220 -4.900
O 0.702 -1.893 -3.671
H -1.258 4.288 -2.838
H 1.979 4.896 0.073
H 0.397 5.842 -1.690
C -3.308 0.460 -0.385
C -2.447 -1.282 -2.601
H 3.011 2.815 1.086
H 1.484 2.399 1.948
H -0.990 1.180 -3.453
H -2.454 2.047 -2.708
C 2.800 -0.224 2.405
C 3.990 0.379 -0.250
H -1.509 -2.255 1.102
H -1.539 -4.747 1.463
H 0.305 -6.113 0.443
H 2.185 -5.072 -0.860
H 2.161 -2.508 -1.141
H 1.023 -1.262 -2.925
H 0.525 -2.737 -3.261
H -0.031 -0.689 -4.655
H 0.349 0.665 -5.314
H 1.138 -0.352 -1.883
H -4.225 0.691 -0.950
H -3.481 -0.403 0.284
H -3.041 1.304 0.274
H -3.329 -0.967 -3.177
H -1.606 -1.539 -3.268
H -2.660 -2.176 -1.991
H 4.846 0.831 0.275
H 4.160 -0.693 -0.466
H 3.785 0.865 -1.221
H 3.689 0.237 2.858
H 1.940 -0.114 3.085
H 2.940 -1.311 2.275
C -0.316 1.786 3.555
Si -0.954 0.287 2.605
C -0.559 -1.255 3.630
C -2.816 0.420 2.853
H 0.754 1.746 3.785
H -0.910 1.788 4.481
H -0.517 2.713 3.002
H -0.870 -0.993 4.651
H -1.138 -2.117 3.277
H 0.499 -1.532 3.626
H -2.951 0.462 3.943
H -3.229 1.318 2.381
H -3.348 -0.444 2.437

---

[8]
ORCA calculation (ωB97M-V with the def2-TZVPD basis set) on one molecule with the formula C6H14N2.

Its calculated total energy is -346.42282 Eh. The calculation puts the LUMO energy at 0.99 eV. Its molar mass is 114.2 g mol⁻¹. The orbital gap is 8.60 eV. The highest occupied orbital energy is -7.61 eV. As for the SMILES: C=C(N)[C@@H](C)N(C)C. As for the largest force on an atom: 7.4 eV Å⁻¹. Its energy above the lowest of the compared OMol25 structures with the same formula, charge and spin is 65.5 kcal/mol.

Positions of all 22 atoms, in Å:
C -0.399 -1.606 1.313
C -0.890 -0.687 0.479
N -2.514 -0.546 0.650
C -0.539 0.452 -0.420
C -0.760 1.854 0.132
N 0.904 0.115 -0.601
C 1.286 -0.617 -1.795
C 1.954 0.300 0.378
H 0.651 -1.833 1.409
H -1.058 -2.193 1.941
H -3.116 -0.131 -0.058
H -2.884 -0.646 1.593
H -1.067 0.331 -1.370
H -1.837 2.036 0.179
H -0.272 2.594 -0.511
H -0.381 1.973 1.150
H 0.534 -0.541 -2.584
H 2.211 -0.209 -2.218
H 1.437 -1.677 -1.573
H 2.743 0.947 -0.021
H 1.575 0.740 1.303
H 2.423 -0.658 0.622

---

Among the records above, which one has the lowest calculated total energy?
C22H20BN5O2PdS2Se

---

The highest calculated total energy belongs to which entry?
C6H14N2